Computed, not measured: C6H11NO as an isolated structure in a non-equilibrium geometry, with ωB97M-V/def2-TZVPD.

Its molar mass is 113.2 g/mol. The HOMO energy comes out at -7.884 eV. The calculation puts the HOMO-LUMO gap at 8.410 eV. For the calculated total energy, the calculation gives -364.93351 hartree. The LUMO energy comes out at 0.526 eV. The energy above the lowest of the compared OMol25 structures with the same formula, charge and spin comes out at 8.108 eV.

```
! wB97M-V def2-TZVPD RIJCOSX def2/J DEFGRID3
* xyz 0 1
C -0.6280 -0.3652 -0.7462
C 0.5632 0.3866 -1.1216
C 1.3170 1.0886 -0.0727
C 1.0750 0.4147 1.3904
C -0.4608 -1.3178 0.3819
C -1.7298 -1.4865 -0.4315
H -1.4867 1.5913 -1.1901
H 0.9412 -0.4961 -1.5424
H 0.5537 0.9525 -2.0700
H 2.4150 1.1034 -0.4083
H 1.2091 2.1792 0.2296
H 1.8548 -0.4373 1.6693
H 1.0648 1.1660 2.2642
H -1.0642 0.0822 1.4783
H 0.4005 -1.9829 0.1732
H -2.7422 -0.7030 -0.4305
H -1.7068 -2.5360 -0.9330
N -0.1871 -0.4262 1.5710
O -1.3887 0.7866 -0.2117
*
```

=====

Computed, not measured: one molecule with the formula C15H17ClN4O2S in a non-equilibrium geometry, with ωB97M-V/def2-TZVPD.

Its molar mass is 352.8 g/mol. The HOMO energy comes out at -8.429 eV. The calculation puts the HOMO-LUMO gap at 8.885 eV. Its SMILES is CCCc1nnc(NC(=O)CCC(=O)Nc2ccc(Cl)cc2)s1. For the calculated total energy, the calculation gives -1809.71305 hartree. The LUMO energy comes out at 0.456 eV. The energy above the lowest of the compared OMol25 structures with the same formula, charge and spin comes out at 0.256 eV.

```
! wB97M-V def2-TZVPD RIJCOSX def2/J DEFGRID3
* xyz 0 1
C 5.8120 -3.2177 0.4284
C 4.5526 -2.3864 0.2292
C 4.8900 -0.9854 -0.2955
C 3.6701 -0.1679 -0.4728
N 3.3824 0.8827 0.1981
N 2.2242 1.4493 -0.1129
C 1.5793 0.8320 -1.0424
N 0.3769 1.1858 -1.5774
C -0.5289 2.1395 -1.1716
O -1.5298 2.3135 -1.8277
C -0.2312 2.8879 0.1051
C -0.3776 1.9539 1.3250
C -1.3087 0.7911 1.0045
O -0.9068 -0.3467 0.8961
N -2.6012 1.1805 0.8324
C -3.6973 0.4161 0.4244
C -4.8817 1.0867 0.1232
C -6.0043 0.3891 -0.2747
C -5.9473 -0.9923 -0.3729
Cl -7.3513 -1.8718 -0.8683
C -4.7772 -1.6720 -0.0777
C -3.6545 -0.9715 0.3215
S 2.4236 -0.5901 -1.6496
H 6.3468 -3.3341 -0.5118
H 5.5569 -4.2057 0.8029
H 6.4761 -2.7395 1.1446
H 4.0188 -2.2927 1.1769
H 3.8900 -2.8859 -0.4815
H 5.5407 -0.4667 0.4102
H 5.4098 -1.0751 -1.2529
H 0.0691 0.6425 -2.3762
H 0.7855 3.2777 0.0737
H -0.9375 3.7178 0.1582
H -0.7546 2.5137 2.1813
H 0.5942 1.5344 1.5824
H -2.7849 2.1738 0.8710
H -4.9212 2.1640 0.1939
H -6.9178 0.9119 -0.5096
H -4.7428 -2.7469 -0.1577
H -2.7422 -1.4958 0.5501
*
```

=====

Computed, not measured: a 3-piece molecular cluster, C25H57BN2O5P overall in a non-equilibrium geometry, with ωB97M-V/def2-TZVPD.

Its molar mass is 507.5 g/mol. The HOMO energy comes out at -3.396 eV. The calculation puts the HOMO-LUMO gap at 5.797 eV. For the calculated total energy, the calculation gives -1838.67853 hartree. The LUMO energy comes out at 2.401 eV.

```
! wB97M-V def2-TZVPD RIJCOSX def2/J DEFGRID3
* xyz -1 1
C 0.1862 -0.5619 4.1703
C 0.9508 0.4981 3.3763
O 0.2505 1.7595 3.3610
C -0.1812 2.1302 2.1051
O 0.4035 2.9975 1.4780
C -1.3730 1.3744 1.5850
C -2.3606 2.2637 0.8255
C -3.6666 2.4487 1.5824
C -4.3652 1.1218 1.9073
O -3.7472 -0.0101 1.4052
B -4.5472 -1.1438 1.9979
P -3.5172 -2.7739 2.4421
C -3.6631 -3.9328 1.0068
C -1.7152 -2.3139 2.4147
C -1.1511 -1.9166 1.0467
O -5.2363 -0.5577 3.1573
C -4.8045 0.7817 3.3348
C -3.7074 0.7198 4.3959
C -3.2219 2.0431 5.0036
O -1.8209 2.0302 5.3090
H 0.6834 -0.8168 5.0983
H 0.0828 -1.4775 3.5937
H -0.8121 -0.1949 4.3773
H 1.0957 0.1884 2.3451
H 1.9216 0.6596 3.8312
H -0.9736 0.6235 0.9042
H -1.8528 0.8132 2.3798
H -1.8942 3.2379 0.7069
H -2.5482 1.8968 -0.1772
H -4.3377 3.0215 0.9483
H -3.4767 3.0735 2.4514
H -5.3382 1.1899 1.3847
H -5.3118 -1.5446 1.0975
H -4.5413 -4.5575 1.1092
H -3.6674 -3.4318 0.0396
H -2.7979 -4.5957 1.0190
H -1.1167 -3.0879 2.8881
H -1.6795 -1.4302 3.0520
H -1.5326 -2.5112 0.2234
H -1.4429 -0.8866 0.8636
H -0.0610 -1.9749 1.0363
H -5.6415 1.4153 3.6276
H -2.8549 0.1495 4.0376
H -4.1280 0.1272 5.2047
H -3.7404 2.2411 5.9359
H -3.4254 2.8900 4.3520
H -1.3333 2.2302 4.5084
C 6.2733 3.0935 -0.9860
C 5.2491 2.8052 -2.0734
N 4.5960 1.5223 -1.9138
C 3.8373 1.1095 -3.0798
C 2.6203 1.9485 -3.4893
C 3.9511 1.3015 -0.6281
C 2.8720 2.2941 -0.1773
H 7.0007 2.2837 -0.9150
H 6.8096 4.0144 -1.2199
H 5.8074 3.2259 -0.0092
H 5.7673 2.7950 -3.0368
H 4.5346 3.6433 -2.1144
H 3.5192 0.0734 -2.9315
H 4.5322 1.0806 -3.9263
H 1.7746 1.7986 -2.8201
H 2.2939 1.6548 -4.4896
H 2.8491 3.0142 -3.5204
H 4.7303 1.2754 0.1390
H 3.5336 0.2909 -0.6322
H 3.1753 3.3315 -0.3252
H 2.6796 2.1668 0.8855
H 1.9254 2.1395 -0.6904
C 0.5348 -0.0807 -2.6278
C 1.3405 -1.3473 -2.8758
N 0.5257 -2.5430 -2.9585
C 1.2965 -3.7689 -2.8980
C 2.2816 -4.0660 -4.0374
C -0.5477 -2.5110 -3.9332
C -0.1806 -2.2546 -5.4023
H -0.0901 -0.1842 -1.7393
H 1.2131 0.7599 -2.4682
H -0.1046 0.1725 -3.4748
H 2.0335 -1.4761 -2.0399
H 1.9624 -1.1987 -3.7751
H 0.6008 -4.6068 -2.8021
H 1.8589 -3.7516 -1.9591
H 1.7724 -4.3714 -4.9509
H 2.9393 -4.8883 -3.7467
H 2.9146 -3.2080 -4.2663
H -1.2598 -1.7426 -3.6228
H -1.1019 -3.4491 -3.8574
H 0.5266 -1.4307 -5.5105
H -1.0797 -1.9867 -5.9613
H 0.2440 -3.1355 -5.8824
*
```

=====

Computed, not measured: C23H37ClCoN2O3Si as an isolated structure in a non-equilibrium geometry, with ωB97M-V/def2-TZVPD.

Its molar mass is 512.0 g/mol. The HOMO energy (alpha / beta) comes out at 0.597 / -4.380 eV. The calculation puts the HOMO-LUMO gap (alpha / beta) at 2.110 / 7.047 eV. For the calculated total energy, the calculation gives -3366.39992 hartree. The LUMO energy (alpha / beta) comes out at 2.707 / 2.667 eV. The energy above the lowest of the compared OMol25 structures with the same formula, charge and spin comes out at 0.000 eV.

```
! wB97M-V def2-TZVPD RIJCOSX def2/J DEFGRID3
* xyz -1 5
Co -1.0676 -0.0833 0.0519
Cl -2.1743 0.0375 1.9179
N -0.1900 1.8023 -0.0509
N -0.1783 -1.9450 -0.0154
C -0.8089 2.6685 -0.8158
C -0.6060 -2.7765 -0.9383
C 1.0767 2.4088 0.3976
C 0.8701 3.8791 0.0333
C 2.2193 1.8128 -0.4024
C 1.2914 2.2553 1.8868
H 2.0262 1.9301 -1.4773
H 2.3390 0.7483 -0.1716
H 3.1481 2.3381 -0.1516
H 0.4289 2.6661 2.4228
H 2.1869 2.8229 2.1712
H 1.4236 1.2146 2.1979
C 0.8539 -2.6384 0.7843
C 1.1316 -3.8875 -0.0527
C 0.2973 -3.0450 2.1382
C 2.0925 -1.7810 0.9458
H 2.4094 -1.4003 -0.0323
H 2.9013 -2.4020 1.3533
H 1.9087 -0.9549 1.6432
H -0.6965 -3.4944 2.0159
H 0.2288 -2.1784 2.8065
H 0.9697 -3.7865 2.5878
O 0.0684 -3.9138 -1.0526
H 1.0742 -4.8282 0.5081
H 2.0886 -3.8391 -0.5895
O -0.2708 3.8783 -0.8820
H 1.7153 4.3458 -0.4875
H 0.5868 4.4870 0.9036
C -1.9917 2.3573 -1.6579
C -1.7289 -2.5189 -1.8711
C -1.4221 -1.2325 -2.5627
H -2.6372 -2.4110 -1.2558
H -1.8504 -3.3635 -2.5503
C -1.4841 -0.0577 -1.8307
C -1.5777 1.1722 -2.4664
H -0.5105 -0.0779 3.0743
C -1.1555 1.2661 -3.8057
C -0.8468 0.0931 -4.4956
C -0.9973 2.6080 -4.4509
C -0.9895 -1.1607 -3.9004
H -0.4897 0.1579 -5.5250
C -0.6611 -2.4153 -4.6496
H -0.1236 -2.1723 -5.5714
H -1.5701 -2.9690 -4.9232
H -0.0291 -3.0849 -4.0502
H -1.9691 3.0987 -4.6003
H -0.5157 2.4954 -5.4279
H -0.3751 3.2755 -3.8374
H -2.2643 3.2245 -2.2567
H -2.8143 2.0974 -0.9752
C -0.7479 1.9768 5.3350
Si -0.0879 0.2207 5.2416
C 1.4903 0.0483 6.2360
C -1.3528 -1.0206 5.8524
O 0.2940 -0.1328 3.6607
H -1.2003 2.1749 6.3169
H -1.5133 2.1569 4.5669
H 0.0619 2.7044 5.1862
H 1.3091 0.1854 7.3115
H 1.9247 -0.9497 6.0881
H 2.2309 0.7936 5.9155
H -2.2655 -1.0068 5.2414
H -0.9358 -2.0365 5.8175
H -1.6317 -0.8041 6.8930
*
```

=====

Please write out number 1 again, unchanged.
Computed, not measured: C6H11NO as an isolated structure in a non-equilibrium geometry, with ωB97M-V/def2-TZVPD.

Its molar mass is 113.2 g/mol. The HOMO energy comes out at -7.884 eV. The calculation puts the HOMO-LUMO gap at 8.410 eV. For the calculated total energy, the calculation gives -364.93351 hartree. The LUMO energy comes out at 0.526 eV. The energy above the lowest of the compared OMol25 structures with the same formula, charge and spin comes out at 8.108 eV.

```
! wB97M-V def2-TZVPD RIJCOSX def2/J DEFGRID3
* xyz 0 1
C -0.6280 -0.3652 -0.7462
C 0.5632 0.3866 -1.1216
C 1.3170 1.0886 -0.0727
C 1.0750 0.4147 1.3904
C -0.4608 -1.3178 0.3819
C -1.7298 -1.4865 -0.4315
H -1.4867 1.5913 -1.1901
H 0.9412 -0.4961 -1.5424
H 0.5537 0.9525 -2.0700
H 2.4150 1.1034 -0.4083
H 1.2091 2.1792 0.2296
H 1.8548 -0.4373 1.6693
H 1.0648 1.1660 2.2642
H -1.0642 0.0822 1.4783
H 0.4005 -1.9829 0.1732
H -2.7422 -0.7030 -0.4305
H -1.7068 -2.5360 -0.9330
N -0.1871 -0.4262 1.5710
O -1.3887 0.7866 -0.2117
*
```